# 1
Formula: C4H17N3O4
Source: OMol25
Level of theory: ωB97M-V with the def2-TZVPD basis set

The charge is 0. As for the lowest unoccupied orbital energy: 0.00544 Ha. As for the energy relative to the best compared isomer or geometry (same formula, charge and spin): 2.578 eV. Its molar mass is 171.197 g/mol. The value obtained for the total energy is -627.77369 Eh. As for the HOMO-LUMO gap: 8.9 eV.

XYZ file:
```
28
C4H17N3O4, DFT ωB97M-V with the def2-TZVPD basis set
O -1.10663 0.23506 0.79573
C -0.33846 0.71299 0.00350
N 0.58617 1.75129 0.27617
C -0.32235 0.28433 -1.50234
C -1.56742 0.91239 -2.21476
N -0.40544 -1.20204 -1.57420
C 0.91034 -1.95650 -1.77700
N 2.17774 -1.54878 -1.30788
H 1.37280 1.87919 -0.27776
H 0.61204 2.11614 1.22435
H 0.65241 0.57419 -2.01504
H -1.39735 2.05872 -2.19074
H -1.68942 0.58325 -3.26936
H -2.43971 0.56011 -1.59766
H -1.27384 -1.55882 -1.09486
H 1.10211 -1.76933 -2.95696
H 0.77535 -3.01678 -1.84087
H 2.12020 -0.58972 -1.07028
H 2.30699 -2.11382 -0.41942
H -0.32985 -0.03647 3.36133
H 1.13571 0.45742 2.91784
O 0.33844 0.62719 3.47119
H -1.80199 2.08081 1.33857
H -1.73204 2.93748 -0.02999
O -1.84112 2.92498 0.93344
H 0.41687 -2.81128 2.02061
H 1.64692 -1.82879 1.65298
O 1.34944 -2.81784 1.72868
```

***

# 2
Formula: C4H17NO3
Source: OMol25
Level of theory: ωB97M-V with the def2-TZVPD basis set

The charge is +1. As for the lowest unoccupied orbital energy (alpha / beta): -0.10659 / -0.27649 Ha. The expectation value of S² is 0.75. As for the energy relative to the best compared isomer or geometry (same formula, charge and spin): 0.403 eV. Its molar mass is 127.184 g/mol. The value obtained for the total energy is -442.73569 Eh. The multiplicity is 2. As for the HOMO-LUMO gap (alpha / beta): 11.4 / 6.8 eV.

XYZ file:
```
25
C4H17NO3, DFT ωB97M-V with the def2-TZVPD basis set
C -2.91481 -0.53378 -1.46212
C -1.75858 0.44954 -1.39288
N -0.39963 -0.02900 -1.10352
C 0.18256 0.53850 0.10607
C -0.17701 -1.43900 -1.28689
H -3.04870 -0.81250 -2.50366
H -2.77446 -1.36327 -0.76865
H -3.85655 -0.10042 -1.13269
H -1.98290 1.27261 -0.70563
H -1.73778 1.02944 -2.32056
H -0.43810 0.43892 0.99657
H 0.33346 1.61993 0.01188
H 1.20913 0.17270 0.12771
H 0.21095 -1.89558 -0.37429
H -0.98088 -2.04674 -1.68443
H 0.67803 -1.53398 -1.98300
H 2.01742 -1.02082 4.93803
H 1.12315 -1.69144 3.90285
O 1.46568 -0.81844 4.17141
H 1.65645 2.41489 3.27638
H 1.80047 0.98734 2.75757
O 1.88684 1.92669 2.48164
H 3.03738 1.16613 -1.59399
H 1.76800 0.56443 -2.10946
O 2.69990 0.70383 -2.34833
```